ORCA calculation (ωB97M-V with the def2-TZVPD basis set) on a structure of composition C9H10FeNO4.

Structure (XYZ):
```
25
Properties=species:S:1:pos:R:3
O 0.7298 0.7527 3.3367
C 0.1754 0.8382 2.3155
Fe -1.1540 1.1317 1.2043
C -2.2244 -0.0726 1.8932
O -2.7834 -0.8591 2.5662
C -1.7478 2.5408 1.9544
O -2.1885 3.1709 2.8191
C 0.7211 -0.6681 -1.4641
C 1.1659 0.7272 -1.0657
C 0.0834 1.6484 -0.5040
C -1.2830 1.3933 -0.8174
C -1.5993 -0.0086 -0.8226
C -0.6122 -0.9602 -1.2302
H 1.3875 -1.2740 -2.0615
H 1.9666 0.6876 -0.3088
H 1.6386 1.2353 -1.9241
H 0.4143 2.6792 -0.2958
H -2.0236 2.1723 -1.0462
H -2.6496 -0.3244 -0.7803
H -0.9679 -1.9832 -1.3862
N 2.0051 -2.2730 -0.0790
O 2.4358 -3.1300 -1.1952
H 2.4265 -1.3715 -0.2704
H 0.9941 -2.3380 -0.0690
H 3.0896 -3.7151 -0.7691
```

## Properties
- multiplicity = 5
- total charge = +1
- total energy (eV) = -53548.1223
- Kohn-Sham gap (alpha / beta) (eV) = 6.63 / 5.99

ORCA calculation (ωB97M-V with the def2-TZVPD basis set) on a structure of composition C19H22Cl2F5N4O2PS3SeW.

Structure (XYZ):
```
60
Properties=species:S:1:pos:R:3
W 0.5892 -0.7017 -0.1981
C -3.5140 0.4239 -1.2796
C -2.0487 0.1477 -1.1723
N -1.3896 -0.1597 -0.0569
N -2.0314 -0.1267 1.1644
C -1.4887 -0.7520 2.2144
N -2.1570 -0.7414 3.3674
S -0.0017 -1.5663 2.1026
C -1.2115 0.2171 -2.3240
C -1.6995 0.4222 -3.6228
C -0.8192 0.5583 -4.6628
C 0.5573 0.5125 -4.4030
C 0.9912 0.2852 -3.1244
N 0.1396 0.1116 -2.0845
H -4.0230 0.4583 -0.3199
H -3.9938 -0.3606 -1.8695
H -3.6891 1.3719 -1.7889
H -2.9173 0.3467 1.2387
H -3.0348 -0.2681 3.4990
H -1.7363 -1.2003 4.1575
H -2.7657 0.4567 -3.7934
H -1.1844 0.7030 -5.6705
H 1.2855 0.6374 -5.1912
H 2.0432 0.2173 -2.8920
C 3.5676 4.1599 0.6282
C 4.5273 3.0162 0.8844
O 4.1182 1.8100 0.1873
P 3.1513 0.7264 0.8105
S 3.0731 -0.7488 -0.5607
S 1.3187 1.3978 1.2242
O 3.7886 0.2726 2.1815
C 5.1496 -0.2327 2.2721
C 5.7961 0.3461 3.5069
H 3.9928 5.0808 1.0281
H 2.6056 3.9773 1.1058
H 3.4146 4.2845 -0.4448
H 4.6201 2.8124 1.9520
H 5.5127 3.2403 0.4829
H 5.7046 0.0284 1.3691
H 5.0826 -1.3180 2.3312
H 5.8995 1.4282 3.4294
H 6.7860 -0.0898 3.6405
H 5.1931 0.1219 4.3862
F 0.1805 -7.7996 1.7024
C 0.1341 -6.6803 0.9925
C -0.8018 -6.5311 -0.0138
F -1.6440 -7.5218 -0.2922
C -0.8604 -5.3458 -0.7230
F -1.7986 -5.2069 -1.6629
C 0.0207 -4.2996 -0.4821
Se -0.0716 -2.7327 -1.5687
C 0.9733 -4.4959 0.5120
F 1.8914 -3.5520 0.7565
C 1.0220 -5.6542 1.2622
F 1.9175 -5.7876 2.2381
Cl -0.8123 4.4536 1.2369
C -0.3999 4.5694 -0.4787
Cl -0.4168 2.9761 -1.2627
H 0.5993 4.9767 -0.5681
H -1.1348 5.1941 -0.9689
```

## Properties
- multiplicity = 2
- total charge = +1
- total energy (eV) = -177711.2278
- Kohn-Sham gap (alpha / beta) (eV) = 5.93 / 5.61

ORCA calculation (ωB97M-V with the def2-TZVPD basis set) on a cluster of 3 separate species, C18H43BrClNO7P in total.

Structure (XYZ):
```
72
Properties=species:S:1:pos:R:3
C 1.0480 0.9146 -0.4053
C 0.1715 0.6911 0.9890
C -0.9930 -0.4377 0.8895
Cl -1.1731 -0.8838 -0.9192
N -0.8928 -1.6157 1.8205
C 0.0018 -2.7474 1.3809
C 1.6023 -2.4308 1.3410
C 2.3911 -3.5059 2.3513
Br 2.2420 -2.9006 -0.5179
P -0.5825 -1.1522 3.5531
O -1.3440 -2.2454 4.4536
H 1.6313 -0.0371 -0.7542
H 1.8830 1.7155 -0.1104
H 0.4205 1.4382 -1.2645
H -0.3568 1.7445 1.1821
H 0.9553 0.5695 1.8442
H -2.0192 0.1087 1.1663
H -1.8730 -2.0326 1.8611
H -0.1423 -3.6102 2.1949
H -0.3136 -3.2582 0.3569
H 1.9263 -1.3707 1.7068
H 1.8086 -3.7110 3.3451
H 3.4339 -2.9870 2.6033
H 2.6464 -4.4786 1.7370
H 0.8403 -1.2109 3.8132
H -1.1307 0.1928 3.7736
C 1.4358 -4.1560 -3.6991
O 0.0872 -4.4791 -3.4100
C -0.7465 -3.3443 -3.1749
C -2.0037 -3.3637 -4.0495
O -1.8071 -3.2634 -5.4627
C -1.1384 -4.3471 -6.1140
C -1.8524 -5.7095 -6.0733
O -1.8963 -6.2419 -4.7539
C -3.1853 -6.7048 -4.3638
H 2.0180 -4.1539 -2.7720
H 1.8369 -4.9321 -4.3602
H 1.5390 -3.1964 -4.2126
H -0.2014 -2.4060 -3.3374
H -1.0409 -3.3813 -2.1201
H -2.5968 -2.4820 -3.7772
H -2.6428 -4.2157 -3.8169
H -0.1135 -4.4210 -5.7645
H -1.0656 -4.0534 -7.1681
H -1.2771 -6.4211 -6.6810
H -2.8454 -5.6186 -6.5182
H -3.9918 -6.1287 -4.8351
H -3.2752 -6.5740 -3.2805
H -3.2835 -7.7628 -4.6026
C 2.7880 6.8861 4.6036
O 1.8737 7.1759 3.5611
C 2.3738 6.8980 2.2532
C 1.4212 6.0066 1.4510
O 1.2104 4.6807 1.9444
C 0.5427 4.5434 3.2018
C -0.9099 5.0478 3.2589
O -0.9815 6.4634 3.1276
C -1.9446 6.9041 2.1756
H 3.3708 7.7826 4.8385
H 2.2123 6.6026 5.4914
H 3.4550 6.0545 4.3608
H 3.3657 6.4307 2.2943
H 2.4797 7.8624 1.7436
H 1.8649 5.8773 0.4562
H 0.4651 6.4987 1.2710
H 1.1465 4.9695 3.9967
H 0.5170 3.4655 3.4021
H -1.3241 4.8018 4.2461
H -1.5097 4.5298 2.5078
H -2.0676 6.1903 1.3510
H -1.5863 7.8457 1.7470
H -2.8977 7.0803 2.6719
```

## Properties
- total charge = +1
- total energy (eV) = -127024.9777
- Kohn-Sham gap (eV) = 7.33

ORCA calculation (ωB97M-V with the def2-TZVPD basis set) on an isolated molecule of C18H18N2O5.

Structure (XYZ):
```
43
Properties=species:S:1:pos:R:3
C -0.7406 2.0617 5.2020
N 0.2937 2.1078 4.1998
C 0.0170 2.0775 2.8912
O -1.0829 2.0293 2.3915
N 1.1549 2.1052 2.0399
C 2.4624 1.9989 2.3706
O 2.8954 1.9968 3.5052
C 3.3929 1.8740 1.1585
O 3.0986 0.7253 0.3766
C 2.1550 0.8591 -0.5831
O 1.5670 1.9035 -0.7518
C 1.9365 -0.3913 -1.3213
C 2.8548 -1.4365 -1.2329
C 2.6348 -2.6284 -1.8896
C 1.4751 -2.7905 -2.6328
C 0.5485 -1.7717 -2.7314
C 0.7629 -0.5494 -2.0925
O -0.0718 0.4981 -2.1506
C -1.3241 0.3735 -2.8003
C -2.2677 -0.5634 -2.0867
C -3.0685 -1.4488 -2.7949
C -3.9319 -2.2975 -2.1245
C -3.9949 -2.2721 -0.7418
C -3.1989 -1.3891 -0.0314
C -2.3410 -0.5346 -0.6996
H -1.7287 0.1629 -0.1474
H -3.2491 -1.3583 1.0465
H -4.6660 -2.9379 -0.2198
H -4.5534 -2.9817 -2.6834
H -3.0218 -1.4707 -3.8754
H -1.1913 0.0764 -3.8489
H -1.7277 1.3916 -2.7791
H -0.3496 -1.9336 -3.3044
H 1.2870 -3.7240 -3.1422
H 3.3541 -3.4293 -1.8204
H 3.7445 -1.2922 -0.6409
H 4.4173 1.7502 1.5140
H 3.3036 2.7772 0.5416
H 0.9146 2.1669 1.0502
H 1.2676 2.1121 4.4846
H -1.7031 2.0541 4.6932
H -0.6456 1.1610 5.8117
H -0.6792 2.9378 5.8496
```

## Properties
- SMILES string = CNC(=O)NC(=O)COC(=O)c1ccccc1OCc1ccccc1
- total energy (eV) = -32177.1579
- Kohn-Sham gap (eV) = 9.28

The highest total energy belongs to which entry? C18H18N2O5

Look up the total energy of the second one. -177711.2278 eV

Among the records above, which one has the highest total energy? C18H18N2O5